C38H36B2N12O4Sc as an isolated structure in a non-equilibrium geometry, computed with wB97M-V/def2-TZVPD.

Properties
- Kohn-Sham gap (alpha / beta) (eV) = 5.42 / 5.42
- LUMO level (alpha / beta) (eV) = 2.36 / 2.36

```
! RIJCOSX wB97M-V def2-TZVPD def2/J DEFGRID3
* xyz -1 1
Sc -0.816 0.406 1.018
C 1.850 4.009 2.188
C 1.112 2.899 2.632
N 0.098 2.635 1.789
N 0.153 3.586 0.819
C 1.197 4.408 1.026
B -0.946 3.747 -0.211
N -0.763 2.638 -1.298
C -0.786 2.910 -2.567
C -0.383 1.964 -3.651
C -1.445 0.383 -1.390
N -0.701 1.381 -0.763
N -2.282 3.462 0.463
C -3.327 4.285 0.617
C -4.348 3.592 1.263
C -3.810 2.308 1.469
N -2.563 2.233 0.991
H 2.729 4.450 2.646
H 1.262 2.291 3.525
H 1.397 5.218 0.338
H -0.927 4.849 -0.719
H -0.973 3.971 -2.823
H -0.164 2.550 -4.559
H -2.390 0.703 -1.877
H -3.266 5.312 0.276
H -5.329 3.958 1.549
H -4.274 1.440 1.929
C 4.615 1.502 -3.201
C 3.240 1.022 -2.871
C 2.131 1.665 -3.434
C 0.850 1.219 -3.185
C 0.670 0.095 -2.390
N -0.638 -0.422 -2.226
C -1.011 -1.543 -2.933
C -0.170 -2.068 -3.935
C -0.573 -3.104 -4.748
C -1.845 -3.667 -4.627
C -2.286 -4.792 -5.507
C -2.667 -3.180 -3.622
C -2.268 -2.156 -2.772
N -3.127 -1.834 -1.717
C -4.441 -1.470 -1.816
C -4.970 -1.509 -0.540
C -3.900 -1.928 0.276
N -2.784 -2.110 -0.441
C 1.743 -0.498 -1.744
C 3.037 -0.031 -1.989
N 1.505 -1.564 -0.884
C 2.227 -2.711 -0.781
C 1.577 -3.536 0.110
C 0.442 -2.803 0.522
N 0.405 -1.605 -0.073
H 4.682 1.787 -4.274
H 5.366 0.709 -2.991
H 4.884 2.402 -2.601
H 2.294 2.529 -4.092
H -1.185 1.244 -3.918
H 0.824 -1.630 -4.092
H 0.108 -3.485 -5.519
H -1.573 -4.920 -6.344
H -3.295 -4.604 -5.927
H -2.328 -5.748 -4.943
H -3.660 -3.630 -3.461
H -4.894 -1.204 -2.761
H -5.982 -1.270 -0.225
H -3.891 -2.118 1.345
H 3.900 -0.483 -1.470
H 3.129 -2.866 -1.361
H 1.861 -4.537 0.416
H -0.356 -3.085 1.207
B -3.992 -1.069 4.314
C -3.027 -0.644 3.193
N -2.329 -0.342 2.298
H -3.597 -0.583 5.367
H -5.111 -0.665 4.023
H -3.963 -2.295 4.370
O 0.378 -0.377 2.598
C 1.569 -0.042 2.246
O 1.817 0.450 1.124
C 2.647 -0.229 3.268
C 3.868 0.415 3.069
C 4.874 0.366 4.025
C 4.613 -0.366 5.166
O 5.428 -0.566 6.254
C 4.676 -1.358 7.165
O 3.425 -1.672 6.572
C 3.404 -1.028 5.358
C 2.393 -0.976 4.423
H 3.996 0.982 2.137
H 5.834 0.890 3.888
H 4.504 -0.772 8.075
H 5.218 -2.290 7.354
H 1.425 -1.476 4.569
*
```

And the Mulliken charges, in e, turn out to be: -0.893 -1.284 -0.388 -0.031 0.266 -0.242 0.267 -0.529 -0.228 -1.003 -0.934 1.660 -0.196 -0.184 -1.274 -0.407 0.967 0.414 0.718 0.463 -0.206 0.389 0.648 0.083 0.422 0.381 0.377 -1.598 0.595 -1.027 0.665 -1.201 2.706 0.813 -1.312 -1.170 0.691 -1.477 0.000 -0.104 0.583 -0.264 -1.132 -0.725 -0.473 -0.385 -0.692 1.088 -0.298 -1.531 -0.650 0.976 0.384 0.373 0.263 0.406 0.000 0.354 0.261 0.333 0.327 0.275 0.375 0.487 0.416 0.847 0.349 0.450 0.438 0.413 0.515 -0.058 -0.721 -0.163 -0.168 -0.141 -0.732 0.672 -0.361 0.079 -0.444 -1.127 1.055 -0.516 -0.251 -0.510 0.939 -0.986 0.465 0.366 0.248 0.244 0.511

C38H36BN11STi as an isolated structure, computed with wB97M-V/def2-TZVPD.

Properties
- Kohn-Sham gap (alpha / beta) (eV) = 4.91 / 7.84
- LUMO level (alpha / beta) (eV) = -0.04 / -0.12

```
! RIJCOSX wB97M-V def2-TZVPD def2/J DEFGRID3
* xyz 0 3
Ti -0.782 0.522 0.655
C -3.385 -1.839 3.232
C -3.085 -1.297 1.980
N -2.294 -0.237 2.110
N -2.051 -0.084 3.429
C -2.701 -1.032 4.120
B -1.403 1.198 4.000
N 0.073 1.385 3.558
C 1.025 1.886 4.359
C 2.090 2.299 3.586
C 1.682 2.028 2.279
N 0.476 1.470 2.268
N -2.168 2.416 3.505
C -2.941 3.303 4.161
C -3.380 4.238 3.250
C -2.806 3.828 2.036
N -2.079 2.736 2.202
H -4.004 -2.690 3.451
H -3.387 -1.621 0.996
H -2.647 -1.045 5.195
H -1.424 1.128 5.199
H 0.863 1.923 5.422
H 3.017 2.737 3.912
H 2.216 2.182 1.356
H -3.123 3.196 5.218
H -4.017 5.085 3.436
H -2.902 4.265 1.053
C -4.538 2.298 -1.133
C -3.985 3.202 -2.035
C -2.612 3.321 -2.126
C -1.792 2.533 -1.304
C -2.326 1.602 -0.399
C -3.719 1.521 -0.332
C -0.317 2.551 -1.476
C 0.327 3.512 -2.309
C 1.663 3.427 -2.531
C 2.410 2.374 -1.948
C 3.787 2.184 -2.203
C 4.459 1.137 -1.635
C 3.773 0.244 -0.789
C 2.440 0.407 -0.527
C 1.730 1.482 -1.103
N 0.386 1.612 -0.852
H -5.616 2.204 -1.062
H -4.625 3.803 -2.669
H -2.199 4.015 -2.845
H -4.177 0.835 0.374
H -0.257 4.301 -2.751
H 2.171 4.147 -3.162
H 4.290 2.883 -2.861
H 5.512 0.989 -1.833
H 4.305 -0.589 -0.347
H 1.912 -0.294 0.106
C 1.643 -2.567 3.004
C 1.191 -3.791 2.463
C 0.317 -3.757 1.418
C -0.126 -2.518 0.897
N 0.285 -1.326 1.447
C 1.167 -1.401 2.475
C -0.965 -2.406 -0.245
C -1.594 -3.510 -0.866
C -2.318 -3.323 -2.009
C -2.411 -2.023 -2.550
C -1.823 -0.989 -1.872
N -1.149 -1.134 -0.712
H 2.345 -2.531 3.825
H 1.537 -4.738 2.857
H -0.024 -4.679 0.969
H 1.506 -0.459 2.877
H -1.509 -4.493 -0.427
H -2.810 -4.159 -2.488
H -2.931 -1.824 -3.475
H -1.895 0.022 -2.248
C 2.240 -2.973 -1.603
N 2.844 -2.707 -2.884
C 3.779 -3.645 -3.480
C 4.113 -2.974 -4.816
N 2.951 -2.119 -4.998
C 2.316 -1.878 -3.817
S 1.111 -0.767 -3.574
H 3.008 -3.025 -0.828
H 1.686 -3.918 -1.619
H 1.546 -2.168 -1.377
H 3.306 -4.624 -3.626
H 4.657 -3.778 -2.847
H 4.207 -3.696 -5.626
H 5.038 -2.393 -4.750
H 2.895 -1.409 -5.708
*
```

And the Mulliken charges, in e, turn out to be: -0.990 -1.623 -0.280 0.841 0.172 -0.247 -0.324 -0.006 -0.451 -1.271 -0.601 1.290 -0.144 -0.208 -1.224 -0.153 0.285 0.455 0.562 0.474 -0.171 0.473 0.447 0.434 0.458 0.409 0.416 -0.866 -1.044 -0.893 0.414 1.085 -0.224 1.200 -1.554 -1.342 1.010 -0.888 -0.902 -1.142 0.975 -0.813 1.748 0.421 0.402 0.308 0.364 0.471 0.416 0.415 0.422 0.485 0.432 -1.260 -0.877 -0.888 0.717 1.157 -0.308 0.496 -1.030 -1.102 -0.974 -0.688 1.588 0.529 0.428 0.373 0.168 0.465 0.445 0.493 0.319 -0.173 0.508 -0.632 -0.571 -0.219 0.033 -0.319 0.307 0.497 -0.932 0.296 0.361 0.327 0.277 0.267

The molecule C38H36N6O6S2 in a non-equilibrium geometry, computed with wB97M-V/def2-TZVPD.

Properties
- SMILES = NC(=O)[C@H](Cc1cc2ccccc2s1)NC(=O)[C@@H]1C[C@@]2(CC(c3cccc(NC(=O)[C@@H]4CCC(=O)N4)c3)=NO2)CN1C(=O)/C=C/Sc1ccccc1
- Kohn-Sham gap (eV) = 8.27
- LUMO level (eV) = 0.12

```
! RIJCOSX wB97M-V def2-TZVPD def2/J DEFGRID3
* xyz 0 1
N 1.834 -4.781 -4.141
C 2.840 -4.136 -3.537
O 3.895 -4.660 -3.247
C 2.578 -2.651 -3.207
N 1.177 -2.300 -3.207
C 0.605 -1.623 -4.220
O 1.184 -1.313 -5.238
C -0.840 -1.153 -3.965
N -1.671 -2.135 -3.276
C -1.503 -3.456 -3.506
O -0.860 -3.862 -4.460
C -2.043 -4.351 -2.444
C -1.147 -4.968 -1.681
S -1.496 -5.983 -0.300
C 0.018 -5.702 0.605
C 0.557 -4.425 0.686
C 1.732 -4.225 1.389
C 2.356 -5.288 2.020
C 1.800 -6.555 1.955
C 0.629 -6.767 1.248
H 0.191 -7.751 1.185
H 2.281 -7.386 2.450
H 3.273 -5.128 2.566
H 2.150 -3.231 1.448
H 0.065 -3.587 0.216
H -0.089 -4.853 -1.869
H -3.107 -4.443 -2.301
C -2.338 -1.543 -2.137
H -3.280 -1.074 -2.445
C -1.329 -0.484 -1.681
C -0.826 0.063 -3.021
H -1.514 0.833 -3.370
H 0.168 0.495 -2.926
C -1.778 0.570 -0.665
C -0.864 0.252 0.499
N -0.086 -0.727 0.258
O -0.272 -1.210 -1.000
C -0.822 0.973 1.753
C -1.473 2.197 1.877
C -1.385 2.909 3.066
C -0.660 2.387 4.136
C -0.025 1.164 4.012
C -0.097 0.456 2.828
H 0.401 -0.493 2.712
H 0.533 0.766 4.846
H -0.595 2.941 5.062
N -1.996 4.156 3.238
C -2.714 4.884 2.349
O -2.976 4.559 1.212
C -3.159 6.252 2.900
N -3.257 6.298 4.335
C -2.242 6.934 4.972
O -2.122 7.028 6.167
C -1.291 7.439 3.896
H -0.396 6.813 3.902
C -2.078 7.313 2.593
H -2.557 8.260 2.347
H -1.459 7.015 1.748
H -0.982 8.459 4.114
H -4.037 5.902 4.835
H -4.111 6.496 2.419
H -1.879 4.560 4.159
H -2.032 2.613 1.057
H -2.826 0.463 -0.383
H -1.610 1.583 -1.031
H -2.531 -2.285 -1.361
H -1.263 -0.905 -4.945
H 0.680 -2.412 -2.336
H 3.052 -2.069 -4.008
C 3.225 -2.338 -1.851
C 2.949 -0.959 -1.359
C 2.587 0.144 -2.052
C 2.304 1.269 -1.222
C 1.834 2.534 -1.578
C 1.576 3.464 -0.595
C 1.796 3.165 0.748
C 2.269 1.926 1.128
C 2.505 0.981 0.142
S 3.025 -0.661 0.364
H 2.443 1.689 2.166
H 1.592 3.911 1.502
H 1.201 4.440 -0.867
H 1.675 2.771 -2.621
H 2.512 0.177 -3.125
H 4.301 -2.511 -1.947
H 2.858 -3.056 -1.111
H 0.972 -4.335 -4.430
H 1.994 -5.730 -4.438
*
```

And the natural (NBO) charges, in e, turn out to be: -0.823 0.668 -0.633 -0.145 -0.649 0.706 -0.623 -0.128 -0.433 0.690 -0.636 -0.347 -0.305 0.300 -0.189 -0.181 -0.214 -0.211 -0.199 -0.211 0.221 0.217 0.217 0.222 0.216 0.229 0.229 -0.253 0.199 0.327 -0.443 0.226 0.249 -0.509 0.174 -0.082 -0.411 0.013 -0.249 0.151 -0.231 -0.197 -0.207 0.234 0.221 0.212 -0.606 0.670 -0.608 -0.132 -0.629 0.670 -0.592 -0.518 0.233 -0.395 0.222 0.230 0.247 0.419 0.229 0.411 0.255 0.236 0.243 0.239 0.234 0.422 0.253 -0.450 -0.113 -0.306 -0.008 -0.222 -0.229 -0.214 -0.218 -0.206 0.401 0.223 0.211 0.214 0.214 0.232 0.264 0.224 0.437 0.402